Record 1
The following is a DFT calculation (ωB97M-V with the def2-TZVPD basis set) of C33H31CoN6O as an isolated structure.

Output
Multiplicity = 5
Total charge = 0
LUMO level (alpha / beta) = 0.012 / -0.024 hartree
Total energy = -3062.4982 a.u.
Expectation value of S² = 6.0137
E_HOMO (alpha / beta) = -6.92 / -6.97 eV
Relative energy (zero: lowest compared OMol25 entry of this formula, charge and spin) = 0.246 eV

The geometry in XYZ format:
```
72
Properties=species:S:1:pos:R:3:forces:R:3:lowdin_charge:R:1
Co -0.5244 1.3000 -0.7047 0.81 0.89 0.49 0.669
O -0.5991 -1.1429 0.7495 0.01 -0.21 0.02 0.028
N 0.9609 1.1792 0.6429 -0.85 0.21 -0.94 -0.007
N -1.7968 2.2703 0.7270 -0.10 -0.18 -0.18 -0.002
N -3.4307 -5.3818 -6.9667 -0.02 -0.21 -0.21 0.155
N -1.1854 2.6794 1.8452 -0.10 0.89 0.04 -0.068
N 1.7979 -0.2012 -1.8253 -0.17 -0.77 -0.29 -0.056
N 0.8173 0.6174 -2.2200 -0.15 0.45 -0.29 0.010
C -2.9575 -3.6680 -5.1288 0.17 0.81 0.73 -0.243
C 5.0051 0.2535 -0.0668 -0.18 -0.13 -0.07 -0.285
C 4.6168 1.0726 0.9908 -0.08 -0.05 -0.13 -0.040
C 2.6863 0.1770 -0.8038 0.45 0.57 0.85 -0.108
C -2.6595 3.2265 0.3960 0.13 -0.03 0.36 -0.134
C -2.5113 -1.7626 -3.1400 -0.09 -0.47 -0.43 -0.258
C -3.2419 -1.4362 -4.2904 0.04 0.06 0.19 -0.023
C -2.2290 -0.7736 -2.1782 -0.10 0.90 0.77 -0.140
C 4.0313 -0.1404 -0.9680 0.14 0.00 0.13 0.015
C -0.3635 1.8110 2.5866 0.72 -0.88 0.16 -0.135
C 1.9414 -1.2222 -2.6963 -0.27 0.06 -0.07 -0.037
C 1.3287 0.1257 2.7934 -0.28 0.04 -0.09 -0.029
C -0.9955 -2.6852 2.5212 0.31 -0.03 -0.18 -0.017
C -2.0002 -3.0614 -3.0072 -0.10 0.19 0.08 -0.023
C -3.2058 -4.6204 -6.1379 -0.12 -0.51 -0.49 -0.204
C -2.7020 -0.9286 1.8567 0.01 0.26 -0.18 -0.008
C -1.8889 0.1491 -1.4513 -0.62 -0.87 -0.87 -0.064
C 0.6515 1.0498 1.9662 -0.17 0.27 0.78 -0.254
C 2.2725 0.9108 0.3255 0.57 -0.09 -0.23 -0.226
C 0.3588 0.1407 -3.3715 0.40 -0.09 0.16 -0.134
C 3.2933 1.3940 1.1720 0.08 -0.01 -0.33 -0.026
C -2.2210 -4.0010 -3.9875 -0.12 -0.15 -0.28 -0.024
C -0.2594 0.6243 6.1880 -0.09 -0.05 -0.02 -0.056
C -1.6369 3.8918 2.2258 -0.04 -0.02 -0.31 -0.040
C -0.6246 1.6780 3.9438 0.07 -0.20 0.15 0.013
C 6.4356 -0.1467 -0.2610 0.00 0.14 -0.05 -0.056
C 1.0254 -1.0345 -3.7077 0.18 0.06 -0.01 -0.034
C -3.4624 -2.3711 -5.2733 0.05 -0.33 -0.07 -0.024
C -0.2307 3.2782 -1.5783 0.13 0.63 -0.25 -0.079
C 1.0522 0.0002 4.1303 -0.13 0.17 0.02 -0.043
C 0.0799 0.7898 4.7401 -0.09 0.16 -0.09 -0.288
C -1.3457 -1.5301 1.6150 -0.03 -0.35 0.36 -0.484
C -2.5913 4.2780 1.3104 -0.03 -0.05 0.01 -0.041
H -0.6059 1.5628 6.6117 -0.03 0.06 0.14 0.075
H -1.4170 2.2698 4.3810 -0.11 0.05 0.03 0.119
H 6.5058 -1.0345 -0.8859 0.09 -0.03 -0.03 0.074
H 2.6464 -2.0120 -2.5395 0.20 -0.07 0.08 0.124
H -0.1693 4.0472 -0.8134 -0.12 -0.17 0.34 -0.001
H 0.6013 0.2770 6.7537 0.04 -0.01 0.10 0.076
H -0.4240 0.6477 -3.8972 -0.26 0.06 0.02 0.118
H 6.9842 0.6619 -0.7458 0.16 -0.04 -0.02 0.083
H 3.0058 2.0286 1.9992 -0.03 -0.02 0.00 0.123
H -3.1484 5.1918 1.2953 -0.10 0.17 0.04 0.096
H -1.7555 -3.4576 2.4322 -0.16 -0.11 0.04 0.085
H -0.0248 -3.1018 2.2639 0.04 0.03 -0.04 0.083
H -3.1160 -1.2180 2.8186 -0.03 -0.03 0.05 0.079
H -0.9806 -2.3484 3.5569 -0.05 0.05 0.08 0.079
H -2.6442 0.1538 1.7728 -0.03 0.05 -0.02 0.060
H -3.2897 3.1166 -0.4636 0.00 -0.06 -0.27 0.116
H -1.0577 -0.1104 6.3009 -0.05 -0.04 0.14 0.080
H -3.3599 -1.2701 1.0575 -0.09 -0.04 -0.05 0.091
H 1.5901 -0.7292 4.7174 0.08 -0.11 0.09 0.115
H 4.3291 -0.7143 -1.8327 0.03 -0.03 -0.14 0.110
H -1.2327 4.4072 3.0740 0.05 -0.04 0.22 0.128
H 5.3641 1.4684 1.6636 0.07 0.01 0.12 0.114
H 6.9121 -0.3542 0.6956 0.07 -0.02 0.01 0.077
H -1.0956 3.4510 -2.2128 -0.27 -0.23 0.01 0.002
H -1.4313 -3.3142 -2.1236 0.04 0.02 0.02 0.119
H 0.6710 3.3128 -2.1789 0.16 -0.39 0.02 -0.003
H 2.0682 -0.5201 2.3442 0.02 0.01 -0.03 0.126
H -4.0224 -2.1136 -6.1604 -0.04 -0.01 -0.04 0.119
H -3.6313 -0.4345 -4.3949 -0.01 0.07 0.01 0.118
H -1.8263 -5.0022 -3.8846 0.00 -0.04 0.00 0.118
H 0.8602 -1.6532 -4.5646 -0.01 -0.17 -0.16 0.100
```
Positions in Å, forces in eV/Å.



Record 2
The following is a DFT calculation (ωB97M-V with the def2-TZVPD basis set) of C33H31N4O6SW as an isolated structure.

Output
Multiplicity = 3
Total charge = +3
LUMO level (alpha / beta) = -0.376 / -0.392 hartree
Total energy = -2410.9560 a.u.
Expectation value of S² = 2.0253
E_HOMO (alpha / beta) = -14.84 / -14.84 eV

The geometry in XYZ format:
```
76
Properties=species:S:1:pos:R:3:forces:R:3:lowdin_charge:R:1
W 0.2600 2.2422 -0.4977 0.22 -1.00 -0.36 1.838
S 1.2223 -4.1588 -0.3171 -0.09 -0.01 0.09 0.666
O 0.8893 1.0294 -2.0672 0.06 -0.07 0.09 -0.096
O -0.0941 0.1514 -0.3871 -0.14 0.34 0.10 -0.068
O 2.3031 -4.9445 -0.8155 0.05 -0.04 -0.03 -0.242
O 3.6013 4.6652 -0.7252 0.00 -0.01 0.03 0.129
O 1.5060 -2.9025 0.3587 0.00 0.01 -0.05 -0.327
O -3.0732 4.1009 1.0764 -0.03 0.00 -0.01 0.127
N 0.2874 -3.7922 -1.6284 0.01 0.09 -0.01 -0.129
N 2.0544 3.1260 -1.1205 0.06 0.24 -0.16 -0.036
N -1.4052 2.6581 0.7655 -0.16 -0.03 0.15 -0.012
N 0.2018 4.4045 -0.0872 -0.06 0.25 0.18 0.026
C -2.6202 1.8179 0.6453 0.01 0.01 -0.01 -0.186
C -2.6653 1.4035 -0.8144 -0.02 0.00 0.00 -0.190
C 0.6720 -1.3834 -2.1219 -0.02 -0.02 0.00 -0.045
C -1.9456 1.7560 -3.1225 0.02 0.01 0.00 -0.029
C 1.6201 0.8842 2.1170 0.02 -0.04 0.01 -0.023
C -0.9700 6.3027 0.7768 0.00 0.01 0.01 0.095
C -3.1916 -0.2010 -2.5202 0.00 0.00 -0.01 0.004
C -0.3942 -5.7774 2.9499 -0.02 -0.03 0.00 -0.019
C -2.0079 -7.6707 3.3606 0.00 0.00 0.00 -0.029
C -1.2525 -6.7524 2.4455 0.02 0.02 0.04 -0.244
C -1.3808 -6.8758 1.0608 0.01 0.01 -0.05 -0.014
C 2.9842 1.3727 0.1298 0.01 0.07 -0.02 -0.172
C 0.0940 7.1231 0.4075 0.00 0.00 0.00 0.061
C 4.3741 3.4059 -0.8612 -0.01 0.03 0.02 0.050
C 1.2419 5.2005 -0.3935 0.01 -0.01 0.00 -0.117
C 1.2336 6.5623 -0.1614 0.01 0.00 0.00 0.095
C -1.8190 3.8874 0.8589 0.02 -0.01 0.00 -0.311
C -3.2498 0.2106 -1.1918 0.00 0.01 0.00 0.008
C -0.3216 -2.4817 -1.6943 -0.03 -0.03 -0.01 -0.198
C -3.7233 2.7757 1.1456 0.00 0.02 -0.03 0.039
C 2.1355 -0.3888 2.1511 -0.02 0.02 0.03 -0.010
C 2.3530 4.3518 -0.8361 0.00 -0.01 0.01 -0.289
C 3.0864 -0.7703 1.2027 0.01 0.00 -0.04 0.026
C 3.2820 2.3177 -1.0247 -0.01 -0.02 0.00 -0.177
C -0.6687 -6.0627 0.1998 0.02 -0.02 -0.02 -0.046
C -2.5246 0.5555 -3.4826 0.00 0.00 0.00 -0.017
C 3.4919 0.0975 0.1825 -0.01 -0.02 0.01 0.027
C 2.0085 1.7875 1.0948 -0.10 0.14 -0.11 -0.175
C -0.8625 4.9492 0.5280 0.00 -0.02 0.00 -0.127
C 0.3251 -4.9504 2.1036 -0.02 0.01 -0.02 -0.054
C -1.9975 2.1874 -1.7871 0.08 0.11 0.03 -0.132
C 0.4566 -0.0553 -1.5209 0.00 0.06 0.05 -0.528
C 0.1786 -5.0960 0.7300 0.08 0.00 0.10 -0.302
H 0.9353 1.2187 2.8866 0.00 0.00 0.00 0.131
H -3.6721 -1.1279 -2.8080 0.00 0.00 0.00 0.135
H -1.4731 2.3802 -3.8699 0.00 0.00 0.00 0.135
H -4.6041 2.8228 0.5121 -0.01 -0.01 0.01 0.156
H 0.0459 8.1890 0.5892 0.00 0.00 0.00 0.149
H 1.8339 -1.0862 2.9196 0.00 -0.01 -0.01 0.135
H 3.5066 -1.7652 1.2416 -0.01 -0.02 0.02 0.131
H -1.6375 -8.6920 3.2590 0.00 0.00 0.00 0.099
H 1.0049 -4.2115 2.5053 -0.01 0.00 -0.01 0.107
H 2.0982 7.1631 -0.4125 0.00 0.00 0.00 0.155
H -1.9003 -7.3759 4.4022 0.00 0.00 0.00 0.082
H -4.0005 2.6103 2.1832 0.02 0.00 0.01 0.153
H 4.2006 -0.2470 -0.5613 0.00 0.01 0.00 0.147
H -3.7429 -0.4124 -0.4554 0.00 0.00 0.00 0.142
H -2.5456 0.9381 1.2820 0.00 -0.01 -0.01 0.169
H -0.7636 -6.1825 -0.8709 -0.01 -0.01 0.00 0.117
H 1.9400 2.8484 1.3491 0.05 -0.01 0.04 0.132
H -0.7293 -2.2519 -0.7104 0.01 0.01 -0.01 0.120
H -2.4941 0.2223 -4.5111 0.00 0.00 0.00 0.133
H -1.1558 -2.5222 -2.3956 0.01 0.00 -0.01 0.123
H 5.0071 3.5127 -1.7364 -0.01 0.00 -0.01 0.152
H 0.6698 -4.1832 -2.4801 -0.02 -0.01 0.00 0.131
H -2.0401 -7.6319 0.6530 0.00 0.00 0.00 0.129
H 4.9752 3.3168 0.0399 0.02 -0.01 -0.01 0.154
H -0.2765 -5.6761 4.0212 0.00 0.00 0.00 0.121
H 1.6667 -1.6690 -1.7567 0.01 0.00 -0.01 0.138
H -1.8529 6.7002 1.2605 0.00 0.00 0.00 0.155
H -1.8043 3.2510 -1.6163 0.01 0.00 0.01 0.120
H 3.4323 1.7487 -1.9402 0.01 -0.02 0.01 0.165
H -3.0691 -7.6849 3.1119 0.00 0.00 0.00 0.091
H 0.7498 -1.2656 -3.2037 0.01 0.01 0.01 0.150
```
Positions in Å, forces in eV/Å.



Record 3
The following is a DFT calculation (ωB97M-V with the def2-TZVPD basis set) of C33H31N7OPRuS2 as an isolated structure.

Output
Multiplicity = 6
Total charge = +2
LUMO level (alpha / beta) = -0.203 / -0.248 hartree
Total energy = -2966.6264 a.u.
Expectation value of S² = 8.7733
E_HOMO (alpha / beta) = -12.02 / -12.88 eV
Relative energy (zero: lowest compared OMol25 entry of this formula, charge and spin) = 0.000 eV

The geometry in XYZ format:
```
76
Properties=species:S:1:pos:R:3:forces:R:3:lowdin_charge:R:1
Ru -15.5858 -7.1510 -3.7983 -3.19 0.44 -3.24 1.560
S -19.2591 -6.5742 -3.9569 0.12 0.09 0.06 1.007
S -14.1414 -7.7129 -8.0508 -0.04 0.13 0.75 1.086
P -15.0567 -6.9061 -0.3881 -0.94 0.48 -1.06 1.186
O -17.9107 -6.3183 -4.6286 -0.50 -0.35 0.29 -0.607
N -12.6209 -8.0376 -1.2428 -0.80 0.45 -1.39 -0.111
N -14.1150 -8.0511 -2.8976 3.26 -0.61 4.10 -0.168
N -13.7946 -5.9050 -4.5044 1.54 0.46 -0.76 -0.003
N -16.7940 -8.1155 -2.3268 0.31 -0.51 3.74 -0.103
N -17.4563 -8.4867 -0.2032 0.63 -0.86 -1.68 -0.091
N -15.9524 -5.4656 -2.6680 0.20 1.52 2.77 -0.134
N -15.6622 -4.1408 -0.8882 -0.60 -0.20 -1.76 -0.098
C -21.1654 -8.5319 -4.4801 -1.00 -0.52 1.04 -0.084
C -21.2824 -9.7879 -6.5366 -0.73 -0.68 -0.40 -0.074
C -17.4022 -8.6328 1.2718 -0.49 0.96 0.05 -0.007
C -21.4470 -4.8723 -3.7236 0.28 -0.09 0.75 -0.080
C -12.1452 -8.8271 -2.2735 0.36 0.53 0.20 -0.002
C -21.7663 -9.5184 -5.2774 -0.08 0.45 1.08 -0.062
C -17.7679 -9.0644 -2.3565 -0.21 0.33 0.50 -0.130
C -20.2834 -5.1839 -4.4158 -0.30 -0.27 -0.46 -0.387
C -13.4971 -6.1412 -5.8092 0.85 0.85 0.70 -0.287
C -21.9332 -3.2164 -5.3920 -0.07 0.55 0.23 -0.063
C -15.6614 -5.4408 -1.3183 0.41 1.52 -1.59 -0.424
C -11.8552 -7.5226 -0.1110 0.40 0.02 0.74 -0.019
C -14.3046 -7.1421 -6.4037 -0.98 -1.11 -0.85 -0.511
C -15.9878 -8.6572 -6.5780 -0.76 -0.83 0.05 -0.230
C -20.7785 -3.5600 -6.0820 -0.33 0.57 -0.89 -0.064
C -20.0714 -7.8449 -4.9472 0.29 0.48 -0.52 -0.394
C -15.4585 -8.7803 -7.8325 -0.23 0.26 0.81 -0.379
C -11.9037 -4.4834 -4.3933 0.95 0.70 0.72 -0.050
C -11.6226 -4.6651 -5.7496 0.21 0.47 0.57 -0.026
C -19.6102 -8.0753 -6.2317 0.44 -0.17 -0.58 -0.078
C -22.2606 -3.8522 -4.2040 -0.67 0.13 0.34 -0.065
C -13.0488 -8.7883 -3.3110 -0.23 0.14 1.08 -0.065
C -12.4310 -5.5031 -6.4647 -0.38 -0.40 0.08 -0.001
C -16.5307 -7.8231 -0.9913 -1.71 -1.83 -1.16 -0.404
C -19.9609 -4.5541 -5.6059 0.93 -0.12 -0.16 -0.088
C -13.8442 -7.4923 -1.6485 1.09 -3.10 -0.96 -0.399
C -16.1663 -4.1904 -3.0946 0.10 0.28 1.33 -0.101
C -16.0020 -3.3653 -2.0050 -0.02 0.53 0.34 -0.013
C -18.2306 -9.2738 -1.0841 0.24 0.22 0.88 -0.012
C -15.4750 -3.6611 0.4850 -0.17 -0.11 0.35 -0.005
C -15.3356 -7.7704 -5.6963 0.69 0.62 -2.42 -0.326
C -20.2205 -9.0635 -7.0146 1.19 0.64 -0.27 -0.061
C -12.9513 -5.1424 -3.7998 -0.64 0.63 -0.06 -0.138
H -22.5375 -2.3714 -5.7239 0.07 -0.37 -0.07 0.119
H -18.7624 -7.4952 -6.6223 -0.38 -0.33 0.22 0.108
H -10.9763 -8.1380 0.1532 -0.68 -0.01 -0.37 0.114
H -11.4769 -6.5250 -0.3370 -0.05 -0.04 -0.13 0.099
H -19.0263 -4.8173 -6.1188 -0.51 0.04 0.17 0.115
H -12.2578 -5.7095 -7.5085 0.05 0.00 -0.13 0.109
H -17.6139 -7.6517 1.7407 0.06 -0.55 -0.26 0.102
H -19.7994 -9.2756 -7.9953 -0.22 0.11 0.10 0.116
H -15.8208 -9.4642 -8.5782 0.16 0.08 -0.33 0.079
H -13.1871 -4.9601 -2.7378 0.04 -0.23 -0.53 0.110
H -10.7718 -4.1406 -6.1823 -0.28 -0.19 -0.08 0.129
H -16.8658 -9.2012 -6.2553 0.00 -0.23 -0.21 0.089
H -21.6599 -5.3640 -2.7654 -0.04 0.15 -0.47 0.116
H -22.6006 -10.0723 -4.8577 0.05 0.09 -0.19 0.115
H -12.5059 -7.4399 0.7707 0.20 -0.16 -0.27 0.074
H -19.0511 -9.9049 -0.7336 0.51 0.32 -0.03 0.138
H -21.7708 -10.5528 -7.1578 0.35 0.37 0.34 0.127
H -16.4433 -3.9581 -4.1200 0.10 -0.07 0.38 0.128
H -21.5972 -8.3212 -3.4761 0.45 -0.18 -0.78 0.126
H -20.5529 -3.0535 -7.0326 0.00 -0.25 0.58 0.124
H -16.1253 -2.2784 -1.9444 0.12 -0.64 0.15 0.139
H -13.0496 -9.2441 -4.2944 0.13 -0.01 0.27 0.130
H -11.1745 -9.3095 -2.2172 -0.25 0.16 0.06 0.141
H -18.1434 -9.3496 1.6407 0.14 0.16 -0.44 0.103
H -15.4467 -2.5661 0.5420 -0.01 -0.40 -0.34 0.109
H -11.2942 -3.8034 -3.7733 -0.29 -0.50 -0.47 0.123
H -14.5536 -4.0616 0.8978 0.18 0.06 -0.11 0.084
H -18.0403 -9.5539 -3.2889 -0.22 0.28 0.31 0.126
H -16.4187 -8.9532 1.5930 0.17 -0.14 -0.13 0.084
H -16.2851 -4.0209 1.1265 -0.01 0.14 -0.23 0.101
H -23.1671 -3.5307 -3.6515 0.76 -0.38 -0.37 0.127
```
Positions in Å, forces in eV/Å.



Q: The highest total energy belongs to which entry?
A: C33H31N4O6SW